Entry 1:
Density functional theory data (ωB97M-V/def2-TZVPD) for a single C8H15ClNO5P molecule.

Each line ends with the natural charge from an NBO analysis.
Cartesian coordinates (Å):
C1 3.58 -1.08 0.46  -0.6122
C2 3.07 0.27 0.97  -0.6899
P1 1.66 1.00 0.05  0.6894
C3 2.21 0.85 -1.69  -0.9401
C4 0.39 -0.39 0.10  0.5572
O1 0.52 -1.37 -0.61  -0.5596
O2 -0.68 -0.22 0.94  -0.5504
C5 -1.95 -0.05 0.32  0.3809
N1 -2.83 0.22 1.44  -0.8277
C6 -2.48 -1.32 -0.37  -0.1256
O3 -3.06 -2.23 0.53  -0.2687
O4 -2.02 -2.86 1.26  -0.4401
C7 -1.95 1.08 -0.71  -0.5886
C8 -1.39 2.38 -0.21  0.5892
O5 -1.41 2.79 0.92  -0.4968
Cl1 -0.72 3.42 -1.51  -0.0782
H1 4.01 -0.97 -0.52  0.2025
H2 2.78 -1.81 0.39  0.2191
H3 4.32 -1.48 1.13  0.2117
H4 3.91 0.95 0.93  0.2324
H5 2.80 0.16 2.01  0.2345
H6 3.09 1.44 -1.86  0.2394
H7 1.43 1.23 -2.33  0.2383
H8 2.43 -0.17 -1.96  0.2383
H9 -2.70 1.17 1.77  0.3846
H10 -3.79 0.15 1.13  0.3630
H11 -1.70 -1.83 -0.92  0.2270
H12 -3.27 -1.05 -1.06  0.1903
H13 -1.90 -2.28 2.02  0.4673
H14 -1.37 0.77 -1.58  0.2480
H15 -2.96 1.23 -1.05  0.2651

Properties
SMILES string = CCP(C)C(=O)O[C@](N)(COO)CC(=O)Cl
LUMO level = 0.13 eV
E_HOMO = -8.76 eV
HOMO-LUMO gap = 0.327 hartree
Multiplicity = 1

***

Entry 2:
Density functional theory data (ωB97M-V/def2-TZVPD) for a molecular structure, C18H21MnN3O7.

Each line ends with the natural charge from an NBO analysis.
Cartesian coordinates (Å):
Mn1 0.32 -0.23 0.79  1.5679
O1 -0.29 -2.43 -1.49  -0.7546
C1 -0.54 -3.57 -0.71  -0.0495
C2 -1.56 -3.34 0.39  -0.2370
N1 -1.25 -2.24 1.31  -0.4817
C3 -2.45 -1.45 1.56  -0.3527
C4 -2.95 -0.76 0.27  0.7679
O2 -4.18 -0.57 0.17  -0.7483
O3 -2.04 -0.42 -0.56  -0.8124
C5 -0.61 -2.74 2.52  -0.3380
C6 -0.09 -1.64 3.46  0.7856
O4 0.02 -1.94 4.66  -0.7418
O5 0.15 -0.53 2.91  -0.8283
H1 -0.99 -1.77 -1.30  0.5125
H2 0.41 -3.92 -0.28  0.1576
H3 -0.93 -4.38 -1.34  0.1349
H4 -1.70 -4.28 0.95  0.1666
H5 -2.51 -3.12 -0.10  0.2050
H6 -2.19 -0.66 2.28  0.2313
H7 -3.26 -2.04 1.98  0.1691
H8 0.27 -3.32 2.22  0.2134
H9 -1.27 -3.39 3.11  0.1693
C7 3.62 -3.04 0.23  -0.6763
C8 2.77 -1.80 0.01  0.4986
O6 1.88 -1.60 0.85  -0.7747
C9 3.06 -0.98 -1.08  -0.5150
C10 2.41 0.24 -1.40  0.2877
C11 2.93 1.04 -2.58  -0.6581
N2 1.41 0.69 -0.72  -0.4970
N3 0.92 1.96 -1.08  -0.4677
C12 0.01 2.33 -0.22  0.5138
O7 -0.36 1.69 0.81  -0.8217
C13 -0.64 3.66 -0.48  0.0087
C14 -0.26 4.49 -1.52  -0.2068
C15 -0.91 5.70 -1.74  -0.2394
C16 -1.96 6.09 -0.93  -0.2455
C17 -2.35 5.26 0.10  -0.2266
C18 -1.69 4.06 0.33  -0.2032
H10 3.07 -3.74 0.86  0.2142
H11 4.54 -2.76 0.74  0.2059
H12 3.88 -3.51 -0.72  0.1989
H13 3.87 -1.29 -1.73  0.1798
H14 3.72 0.49 -3.10  0.1883
H15 3.31 2.01 -2.24  0.2205
H16 2.11 1.27 -3.26  0.2300
H17 0.56 4.16 -2.15  0.2315
H18 -0.60 6.34 -2.56  0.1884
H19 -2.48 7.03 -1.11  0.1880
H20 -3.19 5.55 0.74  0.1941
H21 -1.98 3.39 1.13  0.2467

Properties
Energy above the lowest of the compared OMol25 structures with the same formula, charge and spin = 0.00 kcal per mole
LUMO level (alpha / beta) = 4.92 / 4.92 eV
E_HOMO (alpha / beta) = -1.16 / -1.41 eV
Net charge = -2
HOMO-LUMO gap (alpha / beta) = 0.223 / 0.233 hartree
Multiplicity = 6

***

Entry 3:
Density functional theory data (ωB97M-V/def2-TZVPD) for a single C3H7N3 molecule.

Each line ends with the natural charge from an NBO analysis.
Cartesian coordinates (Å):
C1 -2.35 0.07 0.03  -0.2909
C2 -1.27 -0.06 -0.42  0.1331
N1 -0.03 -0.49 -0.63  -0.1852
N2 0.25 -0.10 -2.08  -0.6743
N3 0.93 0.28 0.17  -0.4583
C3 0.93 -0.05 1.65  -0.4110
H1 -3.35 0.33 0.14  0.2272
H2 1.25 0.03 -2.08  0.3628
H3 0.08 -0.95 -2.71  0.3620
H4 0.67 1.24 0.03  0.3380
H5 1.02 -1.06 1.67  0.2027
H6 1.81 0.52 2.02  0.2079
H7 0.06 0.23 2.21  0.1861

Properties
SMILES string = C#CN(N)NC
Energy above the lowest of the compared OMol25 structures with the same formula, charge and spin = 112.52 kcal per mole
LUMO level = 1.12 eV
E_HOMO = -8.87 eV
HOMO-LUMO gap = 0.367 hartree
Multiplicity = 1

***

Entry 4:
Density functional theory data (ωB97M-V/def2-TZVPD) for 2 unconnected molecules or ions with the total composition C3H9O.

Each line ends with the natural charge from an NBO analysis.
Cartesian coordinates (Å):
O1 -1.00 2.20 -2.38  -1.3710
H1 -1.26 1.29 -2.19  0.3785
C1 -0.65 -0.37 1.52  -0.6062
C2 0.19 -0.61 0.25  -0.4105
C3 1.58 -1.21 0.61  -0.6058
H2 -0.52 -1.20 2.23  0.1753
H3 -1.71 -0.52 1.31  0.2049
H4 -0.56 0.63 1.95  0.2077
H5 0.22 0.33 -0.31  0.2585
H6 -0.42 -1.34 -0.30  0.1832
H7 1.45 -1.98 1.37  0.1839
H8 2.11 -1.54 -0.28  0.2055
H9 2.14 -0.41 1.11  0.1959

Properties
Energy above the lowest of the compared OMol25 structures with the same formula, charge and spin = 10.37 kcal per mole
LUMO level = 3.74 eV
E_HOMO = -1.96 eV
Net charge = -1
HOMO-LUMO gap = 0.209 hartree
Multiplicity = 1